Record 1
Below is C26H57BF4N6O4 as an isolated structure in a non-equilibrium geometry, with properties calculated with ωB97M-V/def2-TZVPD.

Last column: Mulliken charge in e.
Positions of all 98 atoms, in Å:
C: -4.3526 -0.6197 4.0314  -1.61
C: -3.8156 -1.8588 3.0620  -0.83
C: -2.3131 -1.7471 2.7666  1.27
N: -1.7964 -2.8676 1.9198  1.22
C: -2.2374 -2.9863 0.5687  -0.40
C: -2.0028 -4.1598 2.6389  -0.40
C: -0.8645 -5.0801 2.1809  -1.12
C: 0.3310 -4.1337 1.7493  -1.21
C: -0.3093 -2.7660 1.8891  -0.77
H: -5.5005 -0.6517 4.4725  0.26
H: -4.1156 0.3210 3.6896  0.46
H: -3.7434 -0.6522 4.7578  0.64
H: -4.6246 -2.0386 2.2987  0.33
H: -3.9048 -2.6986 3.6672  0.52
H: -1.7285 -1.8529 3.7431  0.53
H: -2.2274 -0.8047 2.1985  -1.42
H: -3.5270 -3.3152 0.7054  0.29
H: -1.8068 -3.8095 -0.1174  0.28
H: -2.1688 -2.1712 -0.2643  -0.22
H: -3.0688 -4.8881 2.4754  0.25
H: -1.6794 -4.0321 3.6462  0.41
H: -1.1348 -5.6008 1.2812  0.37
H: -0.4614 -5.5609 2.9532  0.49
H: 0.8586 -4.4002 0.9088  0.46
H: 1.1265 -4.2495 2.4259  0.55
H: 0.2444 -2.0105 1.4184  0.53
H: 0.0463 -2.4832 2.8188  0.36
B: 0.4200 0.2865 -0.5055  0.65
F: 0.3179 1.0533 -1.6694  -0.25
F: 0.9102 -1.0198 -0.9785  -0.48
F: 1.4384 0.7922 0.2715  -0.38
F: -0.7800 0.1618 0.1520  -0.09
C: -2.0988 2.0148 -3.9191  -0.06
C: -3.5243 2.5238 -4.1031  0.07
N: -4.5683 2.8416 -4.1659  -0.41
H: -1.6594 1.8103 -4.7621  0.58
H: -1.6409 2.7685 -3.2483  0.02
H: -2.1919 1.2432 -3.2921  -0.27
C: 2.7446 -3.2592 -3.1337  -0.01
C: 1.9857 -4.2445 -3.9231  0.04
N: 1.4458 -5.2100 -4.5042  -0.51
H: 2.1341 -2.2791 -2.8663  -0.26
H: 2.9956 -4.0489 -2.5381  0.40
H: 3.5165 -2.8402 -3.7957  0.32
C: 3.6459 1.4971 -2.4276  -0.91
C: 4.9168 1.7690 -1.5770  0.02
N: 5.8350 2.0612 -0.9454  -0.51
H: 3.0247 2.1785 -2.5362  0.77
H: 4.0306 1.0405 -3.2239  0.55
H: 3.1812 0.5775 -1.8146  0.01
C: -0.8127 1.6053 3.0256  0.04
C: -0.4306 0.7713 4.1800  0.20
N: -0.2173 0.0883 5.0179  -0.57
H: 0.0651 1.5174 2.4422  -0.24
H: -1.8484 1.0833 2.7939  -0.12
H: -0.8358 2.6061 3.1494  0.75
C: -3.9300 0.6340 -0.3160  0.43
C: -3.8395 -0.2474 -1.5503  0.32
N: -3.7173 -1.0009 -2.4335  -0.55
H: -3.2606 0.0333 0.1082  -0.60
H: -3.6291 1.7376 -0.4765  0.03
H: -4.9615 0.8504 -0.0164  0.42
C: 3.4362 5.1423 2.2973  -1.25
C: 2.8993 4.2733 1.1763  0.12
O: 2.5613 3.0205 1.7396  -0.51
H: 4.3732 4.7695 2.7738  0.29
H: 2.6561 5.1084 3.0949  0.28
H: 3.6998 6.1989 2.0631  0.34
H: 3.7211 3.9479 0.4847  0.21
H: 2.1346 4.7377 0.5663  0.22
H: 2.2714 2.4404 0.8456  0.22
C: -0.0012 -1.1481 -4.5571  -1.16
C: 1.1625 -0.2310 -4.8305  0.10
O: 0.9671 1.0151 -4.3097  -0.45
H: -0.7641 -0.7016 -4.9576  0.58
H: -0.0389 -1.5641 -3.5553  -0.04
H: 0.0113 -2.0878 -5.0595  0.48
H: 1.1049 -0.0861 -6.0870  0.20
H: 2.2471 -0.6305 -4.6192  0.07
H: 0.9097 1.0680 -3.4682  0.29
C: 4.9044 -0.5132 1.0349  -1.03
C: 4.0731 -1.7372 0.5751  -0.18
O: 2.8065 -1.8036 1.0637  -0.51
H: 4.7128 0.4501 0.5517  0.02
H: 5.8255 -0.6938 0.6075  0.52
H: 5.2547 -0.4495 2.1923  0.20
H: 4.6410 -2.5982 0.7601  0.56
H: 4.0475 -1.6327 -0.5873  -0.09
H: 2.1829 -1.2474 0.5895  -0.04
C: -1.3241 3.8084 -0.5636  0.00
C: -1.7278 4.8990 0.4188  -0.59
O: -3.0887 4.9730 0.4604  -0.51
H: -1.8454 2.9329 -0.3274  -0.32
H: -0.1840 3.6941 -0.5558  0.02
H: -1.5612 4.1682 -1.5195  0.47
H: -1.2512 5.9188 0.1382  0.36
H: -1.4812 4.6659 1.5047  0.13
H: -3.2211 5.6129 -0.2449  0.35

Values from the calculation:
Frontier orbital gap   9.38 eV
Maximum force   0.2351 hartree/bohr

---

Record 2
Below is a 7-piece molecular cluster, C26H57ClN11O6 overall, with properties calculated with ωB97M-V/def2-TZVPD.

Last column: Mulliken charge in e.
Positions of all 101 atoms, in Å:
N: 1.4895 -2.6244 4.3980  -0.76
C: 1.1269 -1.7659 3.5472  0.39
N: 0.9158 -0.4345 3.9132  -0.42
N: 0.8745 -2.1016 2.1655  -0.35
C: -0.5791 -1.9894 1.9340  -0.11
C: -1.3056 -3.3150 1.9284  -0.98
C: -2.8021 -3.0043 1.7309  -0.73
C: -3.6581 -3.4363 2.9405  -0.39
C: -4.6196 -2.4114 3.3897  -0.15
N: -4.3449 -1.0535 3.4789  0.19
C: -5.3945 -0.4069 3.9597  -0.23
N: -6.3633 -1.2874 4.1911  -0.03
C: -5.8973 -2.5428 3.8464  0.12
Cl: -6.8075 -3.9536 4.0027  -0.15
H: 1.5729 -3.5158 3.9183  0.33
H: 0.2014 -0.3666 4.6326  0.18
H: 0.6598 0.1225 3.1109  0.36
H: 1.3039 -1.3659 1.6104  0.30
H: -0.8088 -1.4721 1.0132  0.51
H: -1.0208 -1.4039 2.7534  0.00
H: -0.9616 -3.9382 1.1110  0.31
H: -1.1369 -3.8647 2.8506  0.39
H: -3.1537 -3.4908 0.8318  0.49
H: -2.8911 -1.9290 1.6029  0.32
H: -4.1570 -4.3820 2.7812  0.52
H: -2.9851 -3.5989 3.7839  0.14
H: -3.4514 -0.6466 3.2373  0.18
H: -5.4564 0.6440 4.1549  0.48
H: -7.2629 -1.0500 4.5763  0.21
C: -2.2791 -1.9566 7.1445  -1.08
C: -1.7136 -0.5828 6.8761  0.84
O: -1.4303 -0.2096 5.7384  -0.79
N: -1.5150 0.2310 7.9292  -0.19
C: -1.7742 -0.0315 9.3359  -0.88
H: -2.3688 -2.4845 6.1989  -0.02
H: -1.6157 -2.5243 7.7959  0.42
H: -3.2641 -1.8856 7.6084  0.41
H: -1.1296 1.1290 7.6777  0.26
H: -2.4853 0.6988 9.7223  0.30
H: -0.8474 0.0533 9.9026  0.30
H: -2.1804 -1.0264 9.4770  0.34
C: -2.0175 -2.2645 -3.4272  -1.40
C: -2.1879 -1.4629 -2.1642  0.82
O: -1.4441 -1.6071 -1.2008  -0.59
N: -3.1997 -0.5577 -2.1270  -0.15
C: -4.1654 -0.2497 -3.1681  -0.90
H: -1.1719 -2.9330 -3.3053  0.19
H: -2.9099 -2.8583 -3.6299  0.41
H: -1.8166 -1.6097 -4.2753  0.43
H: -3.2525 -0.0457 -1.2618  0.21
H: -4.0833 0.8001 -3.4524  0.30
H: -5.1779 -0.4325 -2.8044  0.29
H: -3.9935 -0.8624 -4.0451  0.35
C: 2.4052 -4.2352 -4.2675  -1.38
C: 1.9467 -2.8122 -4.4875  0.85
O: 1.1690 -2.5167 -5.3843  -0.67
N: 2.4292 -1.8664 -3.6459  -0.03
C: 3.3440 -2.0346 -2.5294  -0.73
H: 1.9349 -4.8675 -5.0138  0.31
H: 3.4875 -4.3115 -4.3732  0.41
H: 2.1160 -4.5845 -3.2754  0.35
H: 2.0957 -0.9374 -3.8499  0.17
H: 2.8647 -1.6972 -1.6079  0.20
H: 4.2387 -1.4338 -2.7019  0.23
H: 3.6304 -3.0741 -2.4158  0.32
C: 5.0577 1.2537 -6.2148  -1.30
C: 4.8961 1.2758 -4.7142  0.80
O: 5.3903 0.4154 -3.9982  -0.67
N: 4.1787 2.2959 -4.1812  -0.14
C: 3.5294 3.3977 -4.8761  -0.80
H: 5.6511 0.3860 -6.4844  0.31
H: 4.0851 1.1828 -6.7033  0.35
H: 5.5701 2.1521 -6.5600  0.38
H: 4.1111 2.2592 -3.1769  0.22
H: 3.9533 4.3438 -4.5302  0.29
H: 2.4634 3.3898 -4.6684  0.31
H: 3.6731 3.3168 -5.9463  0.25
C: 0.4760 3.8429 -8.5564  -1.33
C: 0.2864 3.9484 -7.0623  0.80
O: 0.7464 3.1182 -6.2929  -0.64
N: -0.4188 5.0113 -6.5944  -0.16
C: -1.0314 6.0886 -7.3516  -0.86
H: 1.0541 2.9492 -8.7678  0.28
H: -0.4865 3.7660 -9.0627  0.40
H: 1.0151 4.7101 -8.9392  0.37
H: -0.5086 5.0243 -5.5911  0.23
H: -0.6097 7.0466 -7.0444  0.29
H: -2.1066 6.1091 -7.1675  0.29
H: -0.8622 5.9580 -8.4143  0.33
C: 3.9430 4.2468 3.4621  -1.30
C: 2.7105 3.3971 3.6629  0.89
O: 1.5997 3.7736 3.3130  -0.67
N: 2.8707 2.1846 4.2470  -0.04
C: 4.0919 1.5595 4.7197  -0.88
H: 3.6475 5.1761 2.9858  0.29
H: 4.4132 4.4760 4.4188  0.36
H: 4.6631 3.7365 2.8217  0.35
H: 2.0100 1.6680 4.3441  0.09
H: 4.2527 0.6169 4.1948  0.26
H: 4.0116 1.3462 5.7865  0.28
H: 4.9472 2.2054 4.5545  0.39

Values from the calculation:
Frontier orbital gap   7.45 eV
Charge   +1
Maximum force   0.0154 hartree/bohr

---

Looking at HOMO for the records above, in order, we have -9.63 -10.30 eV.
Looking at total energy for the records above, in order, we have -2078.32860 -2538.71210 hartree.